Computed, not measured: a molecular structure, C36H41BBiN12O4SeSi, with wB97M-V/def2-TZVPD.

XYZ file:
```
97
Properties=species:S:1:pos:R:3:lowdin_spin:R:1
Bi 0.57008 -0.22065 0.24448 0.00
C -1.55063 2.26938 -2.19802 0.04
C -2.19959 0.95341 -1.92299 0.00
C -3.30408 0.42755 -2.59882 0.00
C -3.48218 -0.82483 -2.06209 0.00
N -2.54711 -1.01567 -1.11254 0.00
N -1.74241 0.06906 -1.03275 0.00
B -2.21659 -2.38034 -0.42996 0.00
N -0.96758 -3.01210 -1.09243 0.00
C -0.83979 -4.09037 -1.88399 0.00
C 0.48542 -4.22931 -2.22082 0.00
C 1.14472 -3.17343 -1.58764 0.00
C 2.60258 -2.86204 -1.67149 0.00
N 0.26284 -2.43843 -0.90588 0.00
N -1.92057 -2.25998 1.09980 0.00
C -2.50344 -3.08128 1.98490 0.00
C -1.84407 -2.99249 3.17735 0.00
C -0.80241 -2.09383 2.96464 0.00
C 0.22513 -1.84493 4.01862 0.00
N -0.85909 -1.62029 1.69962 0.00
N -3.49866 -3.19960 -0.55434 0.00
C -4.70489 -2.78305 -0.09551 0.00
C -5.60570 -3.79717 -0.28732 0.00
C -4.85155 -4.83128 -0.88281 0.00
C -5.31545 -6.18308 -1.32320 0.00
N -3.59025 -4.46593 -1.03256 0.00
H -1.98688 2.70696 -3.09562 0.00
H -1.70854 2.97598 -1.38332 0.02
H -0.47832 2.15853 -2.36119 0.01
H -3.88344 0.90142 -3.37185 0.00
H -4.20118 -1.58707 -2.30305 0.00
H -1.70212 -4.68543 -2.12087 0.00
H 0.92941 -5.00029 -2.82583 0.00
H 3.13974 -3.75412 -1.98951 0.00
H 2.78366 -2.07869 -2.40941 0.00
H 2.99969 -2.52795 -0.71668 0.00
H -3.33235 -3.70626 1.70682 0.00
H -2.04746 -3.52966 4.08644 0.00
H -0.00014 -2.50807 4.85195 0.00
H 1.22421 -2.09378 3.67577 0.00
H 0.22225 -0.82813 4.40044 0.00
H -4.82637 -1.80682 0.34422 0.00
H -6.65263 -3.80220 -0.03796 0.00
H -6.35427 -6.34293 -1.03959 0.00
H -5.23877 -6.28981 -2.40555 0.00
H -4.71076 -6.96745 -0.86905 0.00
N 3.26216 1.31217 -3.15321 0.00
C 2.18118 0.67293 -3.73559 0.00
C 2.21609 0.64866 -5.14607 0.00
C 1.21481 0.02109 -5.83505 0.00
C 0.18641 -0.57872 -5.11324 0.00
C 0.23514 -0.49604 -3.74366 0.00
N 1.20170 0.12284 -3.03374 0.00
C 3.71712 1.63919 -1.87727 0.00
C 4.94051 2.33784 -1.87369 0.00
C 5.49443 2.73017 -0.68447 0.00
C 4.81519 2.43599 0.49329 0.00
C 3.62887 1.75552 0.38541 0.00
N 3.06774 1.33348 -0.76296 0.00
H 3.91095 1.63093 -3.85283 0.00
H 3.03648 1.12132 -5.67113 0.00
H 1.23143 -0.00621 -6.91677 0.00
H -0.62841 -1.09776 -5.59552 0.00
H -0.54724 -0.95510 -3.16367 0.00
H 5.43441 2.56040 -2.81106 0.00
H 6.43627 3.26237 -0.66984 0.00
H 5.19088 2.72036 1.46515 0.00
H 3.07456 1.53865 1.28492 0.00
O 2.49251 3.07806 6.51405 0.00
C 3.13553 2.13501 6.02234 0.00
O 4.29134 1.73645 6.21561 0.00
C 2.46733 1.53021 4.76518 0.00
C 1.21144 1.97668 4.36340 0.01
C 0.64326 1.47208 3.21601 0.03
N 1.26032 0.55085 2.45998 0.03
C 2.44303 0.07285 2.86829 0.00
C 3.07358 0.53664 4.00513 0.01
C 3.02911 -1.02689 2.00823 0.00
O 4.00514 -1.63422 2.37363 0.00
O 2.39176 -1.24573 0.88585 0.00
H 0.71873 2.71707 4.97944 0.00
H -0.34005 1.77840 2.88382 0.01
H 4.03291 0.13630 4.30400 0.00
C 0.46919 6.01933 1.12566 0.00
Si -0.78252 4.66118 1.28532 0.05
C -2.28000 4.97241 0.22815 0.02
C -1.26294 4.38123 3.05129 0.01
Se 0.28573 2.77919 0.41190 0.75
H 0.04826 6.97327 1.45296 0.00
H 0.79816 6.12117 0.09084 0.00
H 1.34628 5.80412 1.73802 0.00
H -2.83002 5.80764 0.66968 0.00
H -2.94639 4.10968 0.19120 0.00
H -2.01069 5.24928 -0.79176 0.00
H -1.80245 5.26883 3.39253 0.00
H -0.38946 4.25497 3.69104 0.00
H -1.92021 3.52031 3.17881 0.00
```

Results
HOMO (alpha / beta)   -7.7 / -7.6 eV
Molecular weight   1032.642 g mol⁻¹
Energy above the lowest of the compared OMol25 structures with the same formula, charge and spin   0.0 kcal per mole
Spin multiplicity   2